Computed, not measured: a molecular structure, C46H37HfN2P2S2Te, with the ωB97M-V functional and the def2-TZVPD basis.

Element x y z (Å)
Hf1 0.4257 0.2516 -0.4894
Te1 4.0579 -1.5971 3.1872
C1 4.6085 0.2100 4.1635
C2 3.6734 0.9099 4.9155
C3 4.0298 2.1443 5.4372
N1 5.2315 2.6972 5.2757
C4 6.1314 1.9986 4.5909
C5 5.8703 0.7601 4.0151
C6 2.7032 -0.7329 1.8580
P1 0.9907 -0.6299 2.0366
C7 0.1701 -2.2363 1.7853
C8 0.8278 -3.2379 1.0761
C9 0.1259 -4.3447 0.6139
C10 -1.2308 -4.4626 0.8692
C11 -1.8880 -3.4807 1.6054
C12 -1.1936 -2.3726 2.0560
C13 0.4441 -0.1045 3.6832
C14 0.3293 -1.0686 4.6861
C15 0.0520 -0.6900 5.9903
C16 -0.1219 0.6527 6.3035
C17 -0.0189 1.6160 5.3094
C18 0.2668 1.2362 4.0065
P2 3.0102 -0.2235 0.2299
C19 3.9876 1.3142 0.1705
C20 4.6863 1.7241 -0.9634
C21 5.3229 2.9548 -0.9818
C22 5.2583 3.7931 0.1251
C23 4.5608 3.3950 1.2562
C24 3.9289 2.1593 1.2777
C25 3.9556 -1.4503 -0.7111
C26 5.3484 -1.4743 -0.6776
C27 6.0448 -2.4787 -1.3327
C28 5.3576 -3.4718 -2.0180
C29 3.9699 -3.4648 -2.0421
C30 3.2734 -2.4580 -1.3913
H1 2.6859 0.5101 5.0984
H2 3.3147 2.7159 6.0199
H3 7.1093 2.4535 4.4789
H4 6.6418 0.2550 3.4489
H5 1.8939 -3.1586 0.8876
H6 0.6449 -5.1180 0.0626
H7 -1.7785 -5.3230 0.5082
H8 -2.9439 -3.5833 1.8208
H9 -1.7124 -1.5996 2.6144
H10 0.4671 -2.1160 4.4459
H11 -0.0245 -1.4424 6.7637
H12 -0.3374 0.9468 7.3221
H13 -0.1543 2.6621 5.5517
H14 0.3741 1.9942 3.2427
H15 4.7322 1.0836 -1.8374
H16 5.8692 3.2622 -1.8636
H17 5.7603 4.7514 0.1071
H18 4.5277 4.0315 2.1310
H19 3.4069 1.8309 2.1709
H20 5.8906 -0.7090 -0.1359
H21 7.1260 -2.4884 -1.3019
H22 5.9042 -4.2533 -2.5287
H23 3.4312 -4.2427 -2.5685
H24 2.1884 -2.4651 -1.4121
C31 0.4284 3.1535 0.9637
C32 -0.9784 2.6455 0.9177
C33 -2.0248 3.4023 1.4651
C34 -3.3034 2.9337 1.3891
C35 -3.5854 1.7041 0.7584
C36 -4.8953 1.1838 0.6741
C37 -5.0994 -0.0212 0.0668
C38 -4.0188 -0.7330 -0.4860
C39 -2.7287 -0.2548 -0.4392
S1 -1.4615 -1.1702 -1.2498
C40 -2.5032 0.9848 0.2104
N2 -1.2134 1.4805 0.3202
H25 0.5800 3.7985 1.8280
H26 0.6484 3.7272 0.0611
H27 1.1725 2.3491 1.0342
H28 -1.7941 4.3409 1.9489
H29 -4.1220 3.5001 1.8169
H30 -5.7156 1.7492 1.0955
H31 -6.0953 -0.4361 -0.0036
H32 -4.2006 -1.6817 -0.9741
S2 1.4363 1.9285 -1.9816
C41 0.5495 0.8460 -3.0695
C42 1.0379 -0.4510 -3.2811
C43 0.3258 -1.3403 -4.0789
C44 -0.8582 -0.9362 -4.6752
C45 -1.3257 0.3635 -4.4961
C46 -0.6371 1.2488 -3.6894
H33 1.9961 -0.7320 -2.8598
H34 0.7077 -2.3401 -4.2437
H35 -1.4192 -1.6288 -5.2877
H36 -2.2420 0.6778 -4.9773
H37 -0.9998 2.2587 -3.5382

Computed properties:
Kohn-Sham gap   0.231 hartree
HOMO level   -9.92 eV
Net charge   +1
E   -3679.64658 hartree
Largest force on an atom   0.62 eV/A
Energy above the lowest of the compared OMol25 structures with the same formula, charge and spin   0.0 kJ/mol